{"formula": "C11H94FN2O39", "method": "the ωB97M-V functional and the def2-TZVPD basis", "largest_force_ev_per_a": 2.11, "e_homo_ev": -10.6, "multiplicity": 1, "total_energy_ev": -98476.9841, "charge": 1, "species": ["C", "C", "O", "C", "C", "C", "C", "C", "C", "C", "C", "N", "N", "C", "F", "H", "H", "H", "H", "H", "H", "H", "H", "H", "H", "H", "H", "H", "H", "H", "H", "H", "H", "O", "H", "H", "O", "H", "H", "O", "H", "H", "O", "H", "H", "O", "H", "H", "O", "H", "H", "O", "H", "H", "O", "H", "H", "O", "H", "H", "O", "H", "H", "O", "H", "H", "O", "H", "H", "O", "H", "H", "O", "H", "H", "O", "H", "H", "O", "H", "H", "O", "H", "H", "O", "H", "H", "O", "H", "H", "O", "H", "H", "O", "H", "H", "O", "H", "H", "O", "H", "H", "O", "H", "H", "O", "H", "H", "O", "H", "H", "O", "H", "H", "O", "H", "H", "O", "H", "H", "O", "H", "H", "O", "H", "H", "O", "H", "H", "O", "H", "H", "O", "H", "H", "O", "H", "H", "O", "H", "H", "O", "H", "H", "O", "H", "H"], "xyz": [[-4.7261, 2.2898, 0.6876], [-4.1037, 0.9155, 0.5142], [-2.7280, 1.0276, 0.1822], [-2.2536, -0.0722, -0.5703], [-0.7573, 0.0042, -0.6232], [-0.1354, -0.2657, 0.7642], [1.0654, 0.6572, 1.0199], [2.4305, -0.0379, 0.6907], [3.2344, 0.7296, -0.2680], [4.2867, 1.5485, 0.0943], [4.9153, 2.2252, -0.9208], [4.5799, 2.1455, -2.1838], [3.6053, 1.3424, -2.6029], [3.0026, 0.6998, -1.6633], [2.0390, -0.1033, -2.0844], [-4.0063, 3.0914, 0.5833], [-5.1462, 2.3643, 1.6868], [-5.5375, 2.4700, 0.0035], [-4.2235, 0.3519, 1.4386], [-4.6378, 0.3804, -0.2678], [-2.5802, -1.0016, -0.1053], [-2.6497, 0.0143, -1.5813], [-0.4131, -0.7638, -1.3156], [-0.4284, 0.9549, -1.0268], [-0.9033, -0.0989, 1.5120], [0.1544, -1.2998, 0.8424], [0.9500, 1.5988, 0.4900], [1.0835, 0.8863, 2.0797], [2.2591, -1.0421, 0.3126], [3.0110, -0.1268, 1.6003], [4.6011, 1.6441, 1.1175], [5.7219, 2.8968, -0.6672], [5.0632, 2.7031, -2.8791], [4.0097, -2.0475, -3.5629], [4.3702, -1.2225, -3.9062], [3.0990, -1.8499, -3.3241], [-0.4717, -3.2728, -0.1272], [0.1152, -3.6366, -0.8009], [-1.2120, -2.9022, -0.6257], [-5.1869, 4.4368, -1.4742], [-4.2555, 4.4633, -1.7161], [-5.5437, 5.2784, -1.7854], [-0.0765, -2.5036, -3.9225], [0.4394, -1.8593, -3.4313], [0.1051, -2.3140, -4.8483], [1.3889, -1.8229, 2.8116], [2.0334, -2.1320, 3.4579], [1.0651, -2.6256, 2.3827], [-1.0857, 0.6235, -3.4903], [-0.1630, 0.8728, -3.5841], [-1.5569, 1.3902, -3.8425], [7.7064, 2.5576, -2.5303], [6.9433, 1.9770, -2.4796], [7.8604, 2.8308, -1.6160], [9.7881, 0.3021, -2.3650], [10.7123, 0.5689, -2.3591], [9.3032, 1.0789, -2.6648], [4.4313, -1.8212, 3.0611], [4.9438, -2.3516, 2.4259], [4.9651, -1.0286, 3.2094], [-7.0806, 0.7106, -1.1982], [-6.9176, 1.6514, -1.3225], [-7.9865, 0.6052, -1.5048], [-7.1432, 5.6550, -3.1274], [-6.7695, 5.1278, -3.8456], [-7.8528, 6.1506, -3.5450], [2.6730, -3.3691, 5.1839], [2.6677, -2.9715, 6.0638], [3.3846, -2.8873, 4.7233], [-8.9115, 2.1697, -2.8349], [-8.7329, 3.1105, -2.9640], [-9.8166, 2.0637, -3.1474], [-3.6239, -3.0029, 0.9281], [-2.9610, -3.2936, 1.5641], [-3.9459, -3.8197, 0.5315], [3.6548, -0.5555, 5.5963], [3.3716, -0.0571, 4.8228], [3.7881, 0.1136, 6.2759], [5.3370, -5.1644, 4.7445], [5.7264, -4.6751, 5.4793], [4.4266, -4.8454, 4.7005], [-0.5263, -4.2948, 4.9829], [0.3803, -3.9808, 4.9037], [-1.0612, -3.5272, 4.7345], [4.0270, -5.3332, 7.4243], [4.6209, -5.6183, 6.7227], [3.2542, -4.9949, 6.9622], [-7.0384, 0.3754, -4.7404], [-6.6651, 0.3340, -3.8501], [-7.8998, 0.7857, -4.5996], [-10.0636, 4.8038, -4.1345], [-10.1946, 5.2318, -3.2809], [-10.1508, 5.5176, -4.7749], [6.8475, 3.1973, 1.3982], [6.8245, 2.3886, 1.9305], [6.9502, 3.8948, 2.0541], [-5.8224, 2.3801, -6.6805], [-6.1995, 1.9618, -5.8984], [-5.1708, 1.7549, -7.0236], [4.3072, -3.4795, -0.7786], [4.1999, -2.8082, -1.4597], [5.1867, -3.8456, -0.9249], [-2.3212, -1.6861, 5.5091], [-2.0837, -1.7204, 6.4423], [-3.2718, -1.5381, 5.5214], [-5.4127, 5.1615, -5.7299], [-4.7736, 5.8667, -5.8811], [-5.1969, 4.4697, -6.3764], [0.8881, 2.2382, -5.4275], [1.5263, 1.9765, -4.7554], [0.5743, 1.4064, -5.7988], [-3.5030, 0.7828, 6.7787], [-3.0087, 1.3644, 7.3689], [-3.3719, 1.1659, 5.9060], [-2.7865, 3.5194, 8.3910], [-2.4143, 3.9986, 9.1374], [-3.6935, 3.8358, 8.3279], [-1.9806, -4.9651, -3.0954], [-1.4065, -4.2451, -3.3885], [-1.5178, -5.7633, -3.3759], [-1.0821, -6.0640, -0.4469], [-1.2932, -5.7237, -1.3277], [-0.9659, -5.2783, 0.0983], [0.9477, 5.4832, -4.5461], [1.5703, 5.2294, -3.8603], [0.6328, 4.6502, -4.9159], [-3.5485, 0.7549, -7.6484], [-3.2486, 0.4472, -8.5093], [-2.7683, 0.7498, -7.0876], [5.5364, -4.3462, 1.7181], [5.6530, -4.4268, 2.6769], [4.5798, -4.2736, 1.5932], [-2.7624, -4.3377, 7.1192], [-2.1651, -4.6152, 6.4122], [-3.5301, -3.9937, 6.6541], [6.3924, 0.3961, 2.7676], [6.9886, 0.0575, 2.0896], [6.9921, 0.6907, 3.4717], [8.8569, 1.6024, 3.4095], [9.4668, 1.2819, 2.7356], [9.4290, 1.8872, 4.1309], [-3.1392, 3.5388, -4.6074], [-2.7994, 3.2706, -5.4660], [-3.8580, 4.1540, -4.8313], [2.7352, -5.1301, 2.6062], [2.7229, -5.9791, 3.0602], [2.8159, -4.4727, 3.3066]], "forces_ev_per_angstrom": [[-0.1, -0.1, 0.6], [-0.2, 0.2, -0.1], [0.2, 0.2, 0.1], [-0.3, 0.6, -0.2], [0.4, -0.9, 0.6], [0.0, 0.9, -0.8], [-0.2, -0.7, 0.5], [-0.1, 0.1, 0.1], [0.4, 0.2, 0.3], [-0.8, -0.6, -0.5], [1.3, 1.4, 0.9], [-0.6, -0.6, 0.1], [0.2, 0.4, -0.4], [-0.6, -0.5, -0.2], [-0.1, 0.0, -0.2], [0.2, 0.0, -0.1], [-0.1, 0.1, 0.2], [0.0, 0.1, -0.3], [0.2, -0.3, 0.1], [0.0, -0.2, -0.1], [-0.1, -0.3, 0.0], [-0.2, -0.3, -0.1], [0.0, 0.0, -0.2], [-0.2, 0.3, 0.0], [0.0, 0.2, 0.2], [0.1, -0.2, 0.0], [0.0, 0.1, -0.1], [0.2, 0.1, 0.1], [-0.1, -0.1, 0.0], [0.1, -0.2, 0.1], [0.2, 0.1, 0.2], [0.1, 0.2, -0.1], [-0.2, 0.0, -0.2], [0.1, 0.2, 0.3], [0.0, -0.1, -0.1], [-0.1, -0.1, -0.2], [0.1, 0.1, -0.2], [0.0, -0.1, 0.1], [-0.1, -0.1, 0.1], [0.1, 0.2, -0.1], [0.0, -0.1, 0.0], [-0.2, -0.1, -0.1], [0.2, -0.2, 0.0], [-0.2, 0.1, 0.1], [-0.1, -0.1, 0.0], [0.0, -0.1, 0.0], [-0.1, 0.0, 0.0], [0.0, 0.0, 0.1], [0.1, 0.1, -0.4], [0.0, 0.1, 0.1], [-0.2, 0.0, 0.2], [-0.2, 0.2, 0.1], [0.3, -0.4, 0.0], [0.2, 0.0, 0.0], [-0.1, 0.0, 0.1], [0.0, -0.1, -0.1], [0.0, 0.1, -0.1], [0.0, -0.1, -0.1], [-0.1, -0.1, 0.1], [0.2, -0.1, 0.1], [0.2, -0.2, -0.1], [0.0, 0.0, 0.0], [0.0, 0.1, 0.0], [0.0, 0.0, 0.0], [0.1, 0.0, -0.1], [0.0, 0.0, 0.0], [0.4, -0.1, -0.3], [-0.1, 0.1, -0.1], [0.0, 0.2, 0.2], [-0.2, 0.0, -0.2], [0.1, 0.0, -0.1], [0.0, 0.1, 0.0], [0.2, 0.0, 0.0], [0.0, 0.0, 0.0], [0.0, 0.0, 0.0], [0.1, 0.2, 0.0], [-0.1, -0.1, 0.0], [0.0, -0.1, 0.1], [0.0, 0.1, -0.1], [0.1, 0.1, -0.2], [0.0, 0.0, 0.1], [-0.1, 0.1, -0.2], [0.1, 0.0, 0.0], [0.0, 0.1, 0.1], [0.1, 0.2, 0.1], [-0.1, -0.3, 0.0], [-0.1, -0.1, 0.0], [0.1, 0.2, 0.0], [0.0, 0.0, 0.0], [0.0, 0.0, 0.1], [0.1, 0.1, 0.2], [-0.1, 0.0, 0.0], [-0.1, -0.1, -0.1], [-0.2, -0.2, -0.1], [0.1, 0.0, 0.0], [0.1, 0.1, -0.1], [0.3, 0.5, -0.2], [0.0, -0.3, 0.1], [-0.1, -0.1, 0.0], [-0.1, 0.3, 0.2], [0.2, -0.2, -0.3], [0.0, 0.0, 0.1], [0.1, -0.2, -0.3], [0.0, 0.0, 0.0], [0.0, 0.2, 0.0], [0.5, 0.0, 0.1], [-0.2, 0.1, -0.1], [-0.5, -0.2, 0.0], [0.0, -0.1, 0.2], [0.1, 0.0, -0.1], [0.0, 0.1, -0.1], [0.0, 0.1, 0.0], [-0.1, 0.1, 0.1], [0.0, 0.0, 0.0], [0.0, 0.0, 0.0], [0.0, 0.0, 0.0], [0.0, 0.0, 0.0], [0.3, 0.0, 0.1], [0.0, 0.1, -0.1], [-0.1, 0.0, -0.2], [0.1, -0.2, -0.1], [-0.2, 0.1, 0.2], [0.0, 0.0, -0.1], [0.0, -0.1, 0.0], [0.0, 0.0, 0.0], [0.0, 0.0, 0.0], [0.1, 0.1, 0.0], [-0.1, 0.0, 0.0], [0.0, -0.1, 0.0], [0.0, 0.7, 0.3], [0.0, -0.4, -0.1], [0.0, -0.4, -0.1], [0.0, 0.0, 0.0], [0.2, 0.0, 0.1], [0.0, 0.0, 0.0], [-0.1, 0.3, -0.1], [0.0, -0.2, 0.1], [0.1, -0.1, -0.1], [0.1, 0.0, 0.0], [0.0, 0.0, 0.0], [-0.1, 0.0, 0.1], [0.2, 0.1, -0.1], [0.0, 0.0, -0.1], [-0.1, -0.3, 0.2], [0.2, 0.3, 0.0], [-0.1, -0.1, -0.1], [-0.3, -0.2, 0.1]]}